Entry 1:
{"formula": "C41H33N8O10PPtS3", "method": "the ωB97M-V functional and the def2-TZVPD basis", "e_above_lowest_ev": 0.8528, "charge": 0, "spin_multiplicity": 5, "e_homo_ev": [-8.17, -8.17], "symbols": ["Pt", "N", "C", "C", "C", "C", "C", "C", "C", "C", "C", "C", "C", "C", "N", "C", "C", "C", "C", "N", "H", "H", "H", "H", "H", "H", "H", "H", "H", "H", "C", "C", "C", "C", "C", "C", "C", "S", "O", "O", "O", "H", "H", "H", "H", "H", "H", "H", "N", "N", "H", "H", "H", "H", "S", "P", "S", "C", "C", "C", "C", "C", "C", "C", "C", "C", "C", "C", "C", "H", "H", "H", "H", "H", "H", "H", "H", "H", "H", "O", "N", "O", "C", "C", "C", "C", "O", "C", "C", "N", "O", "O", "N", "O", "O", "H", "H"], "coordinates": [[-0.271957, -0.255412, -0.050048], [-8.486217, 4.036986, -4.662215], [-7.612815, 3.569183, -4.080911], [-6.520335, 2.984391, -3.352269], [-6.526054, 3.011556, -1.960448], [-5.472349, 2.447355, -1.262576], [-4.415410, 1.857656, -1.947035], [-4.414807, 1.834192, -3.337236], [-5.464952, 2.394947, -4.043347], [-3.280246, 1.248329, -1.196980], [-3.406863, -0.078712, -0.831445], [-4.513456, -0.952265, -1.041375], [-4.175846, -2.165177, -0.498445], [-2.864558, -2.016910, 0.019864], [-2.422336, -0.785605, -0.152521], [-2.185518, 2.082987, -0.923536], [-2.100331, 3.464618, -1.183398], [-0.888522, 3.908032, -0.680063], [-0.256573, 2.785057, -0.142103], [-1.025825, 1.695203, -0.260408], [-7.350845, 3.471885, -1.434675], [-5.467052, 2.462006, -0.180601], [-3.588551, 1.374682, -3.863554], [-5.471649, 2.378448, -5.124158], [-5.434920, -0.682745, -1.531517], [-4.762566, -3.067691, -0.475972], [-2.233959, -2.777657, 0.457050], [-2.862060, 4.049910, -1.672535], [-0.490413, 4.908566, -0.695848], [0.705089, 2.719397, 0.339597], [6.642980, -1.944587, 4.468960], [5.542103, -1.980151, 3.447238], [4.501757, -2.899489, 3.537884], [3.478971, -2.913989, 2.602427], [3.492676, -1.993244, 1.566751], [4.526897, -1.079303, 1.445553], [5.542925, -1.079038, 2.386087], [2.179322, -2.023845, 0.393913], [2.188076, -0.709667, -0.292066], [2.386548, -3.158890, -0.465092], [0.916768, -2.081433, 1.175579], [6.530336, -2.740647, 5.203446], [6.643913, -0.990329, 4.999348], [7.619674, -2.055426, 3.995850], [4.488160, -3.611776, 4.353725], [2.669210, -3.626968, 2.684354], [4.524970, -0.369126, 0.629416], [6.344772, -0.355173, 2.303148], [-0.872367, 0.974563, 2.757849], [-0.822497, -0.305172, 2.145498], [-0.805991, 0.891419, 3.764715], [-1.728469, 1.437169, 2.485588], [-1.683844, -0.839672, 2.226686], [-0.044939, -0.849529, 2.511718], [1.911275, 3.229836, 4.261602], [3.115344, 2.851234, 2.760651], [2.259775, 1.182317, 2.033970], [3.147377, 4.111298, 1.467546], [3.178911, 5.457636, 1.824167], [3.214753, 6.431007, 0.839948], [3.215859, 6.066153, -0.499981], [3.179577, 4.726954, -0.859157], [3.145071, 3.748658, 0.123671], [4.836498, 2.550963, 3.214524], [5.156629, 2.188758, 4.518521], [6.472216, 1.909089, 4.854735], [7.469325, 1.995529, 3.894171], [7.152404, 2.359342, 2.592172], [5.839081, 2.636053, 2.251187], [3.158552, 5.738950, 2.870138], [3.233945, 7.476578, 1.117452], [3.236633, 6.829911, -1.266333], [3.164997, 4.438554, -1.901586], [3.092946, 2.703000, -0.159234], [4.372198, 2.128382, 5.262314], [6.718911, 1.629288, 5.870509], [8.496890, 1.785999, 4.160918], [7.929376, 2.432020, 1.842798], [5.600395, 2.924119, 1.234664], [2.992411, -4.980732, -5.621407], [3.064656, -3.799513, -5.346629], [3.830661, -3.006999, -5.861560], [2.157645, -3.287952, -4.317289], [1.328383, -4.168230, -3.643936], [0.475072, -3.691156, -2.679937], [0.395133, -2.306332, -2.327902], [-0.423106, -1.900564, -1.430764], [1.273221, -1.472092, -3.079108], [2.154268, -1.941907, -4.034465], [1.297435, -0.039426, -2.865464], [2.219000, 0.606603, -3.302454], [0.344617, 0.488483, -2.278534], [-0.303526, -4.721193, -1.962719], [-1.111178, -4.373341, -1.126385], [-0.092090, -5.881447, -2.265060], [1.359351, -5.225088, -3.855803], [2.810073, -1.261735, -4.554018]], "forces_ev_per_a": [[-0.56, -0.30, -0.21], [-0.01, 0.00, 0.00], [-0.04, 0.02, -0.03], [-0.01, 0.00, -0.01], [0.03, -0.01, 0.01], [0.00, -0.02, -0.02], [-0.01, 0.01, 0.01], [-0.02, 0.02, 0.00], [0.02, -0.01, 0.04], [0.04, -0.03, 0.00], [0.07, 0.14, 0.04], [-0.01, -0.02, 0.00], [-0.01, 0.02, -0.01], [0.03, -0.04, 0.04], [-0.01, 0.03, -0.02], [-0.10, -0.12, 0.11], [-0.02, 0.02, -0.03], [0.02, -0.01, -0.02], [0.00, -0.03, 0.05], [0.20, 0.16, -0.08], [-0.01, 0.00, 0.00], [0.00, 0.00, 0.01], [0.01, -0.01, 0.00], [-0.01, 0.00, -0.01], [-0.02, 0.00, -0.01], [-0.01, -0.01, 0.00], [0.00, -0.02, -0.01], [-0.01, 0.02, 0.00], [0.00, 0.02, 0.01], [0.02, 0.00, -0.01], [0.02, -0.01, 0.05], [-0.02, 0.01, -0.03], [-0.02, 0.00, 0.00], [0.00, 0.03, 0.05], [-0.03, -0.05, 0.05], [0.07, 0.00, -0.01], [0.01, 0.03, -0.01], [-0.09, 0.08, -0.03], [0.04, 0.07, -0.07], [0.03, 0.05, 0.02], [-0.06, -0.10, 0.01], [-0.01, -0.01, 0.00], [0.00, -0.01, -0.01], [0.01, 0.00, -0.01], [0.00, -0.01, 0.00], [-0.01, -0.01, -0.01], [-0.01, -0.01, -0.01], [0.01, 0.01, 0.00], [0.07, 0.00, -0.01], [0.26, -0.07, 0.01], [-0.14, 0.01, 0.05], [-0.01, 0.04, -0.03], [0.00, -0.04, 0.03], [0.03, 0.05, 0.03], [-0.11, 0.03, 0.11], [0.13, -0.13, -0.36], [-0.04, 0.04, 0.26], [0.02, 0.09, 0.01], [0.02, -0.06, 0.04], [0.00, 0.03, 0.00], [-0.01, 0.00, -0.02], [0.00, 0.02, 0.00], [0.01, -0.04, 0.01], [0.03, 0.07, 0.04], [-0.05, -0.06, 0.01], [-0.01, 0.01, 0.01], [0.02, 0.01, -0.01], [0.05, -0.02, 0.02], [-0.04, 0.03, -0.06], [0.00, 0.00, 0.01], [0.00, 0.00, 0.00], [0.00, 0.00, -0.01], [0.01, 0.00, -0.01], [0.02, -0.01, 0.00], [0.00, 0.01, 0.00], [0.00, 0.01, 0.01], [0.01, -0.01, 0.00], [0.01, 0.00, -0.01], [-0.02, 0.02, 0.00], [0.04, 0.08, 0.00], [-0.01, 0.02, 0.02], [-0.04, -0.08, 0.00], [0.07, 0.07, -0.04], [-0.07, 0.13, 0.06], [0.04, -0.20, -0.05], [-0.14, 0.06, -0.03], [0.28, -0.12, 0.05], [0.16, 0.15, -0.05], [-0.12, -0.18, 0.09], [0.01, -0.12, 0.03], [-0.06, 0.01, -0.01], [0.04, 0.13, 0.00], [-0.07, 0.08, 0.00], [0.06, -0.04, -0.08], [-0.01, 0.08, 0.05], [0.00, -0.01, 0.00], [0.01, 0.00, -0.01]]}



Entry 2:
{"formula": "C41H34BrGeN3O3SW", "method": "the ωB97M-V functional and the def2-TZVPD basis", "e_above_lowest_ev": 0.1554, "charge": 2, "spin_multiplicity": 1, "e_homo_ev": -13.40, "symbols": ["W", "Br", "C", "C", "C", "C", "C", "N", "C", "O", "O", "H", "H", "H", "O", "S", "C", "C", "C", "C", "C", "C", "C", "C", "C", "C", "C", "C", "H", "H", "H", "H", "H", "H", "H", "H", "H", "H", "C", "C", "N", "C", "C", "N", "H", "H", "H", "H", "H", "H", "C", "Ge", "C", "C", "C", "C", "C", "C", "C", "C", "C", "C", "C", "C", "C", "C", "C", "C", "C", "C", "H", "H", "H", "H", "H", "H", "H", "H", "H", "H", "H", "H", "H", "H", "H"], "coordinates": [[-0.758720, 0.032123, 0.070377], [-0.455844, 2.782453, 2.567939], [-1.136168, 1.120491, 3.088264], [-1.362562, 0.903335, 4.443499], [-1.981020, -0.268195, 4.840711], [-2.417211, -1.172548, 3.875412], [-2.155908, -0.888305, 2.556331], [-1.463099, 0.210044, 2.161710], [-2.672527, -1.800414, 1.457487], [-3.448264, -2.683942, 1.702932], [-2.229834, -1.464068, 0.277257], [-1.064596, 1.658132, 5.155964], [-2.153801, -0.457574, 5.891347], [-2.963832, -2.073711, 4.111365], [-0.530590, -0.733920, -1.770066], [-1.507844, -1.740569, -2.522593], [-0.802245, -1.713847, -4.145509], [0.212796, -0.839998, -4.496138], [0.702684, -0.895000, -5.793968], [0.179899, -1.803347, -6.702399], [-0.830616, -2.679098, -6.324926], [-1.326485, -2.646796, -5.032010], [-3.031020, -0.880551, -2.738822], [-4.141625, -1.423290, -2.103316], [-5.369743, -0.794728, -2.265826], [-5.461467, 0.353567, -3.037385], [-4.336029, 0.890037, -3.659139], [-3.108907, 0.267254, -3.524197], [0.625319, -0.149639, -3.774482], [1.501050, -0.230219, -6.093597], [0.569075, -1.839342, -7.710614], [-1.223512, -3.394650, -7.033226], [-2.104318, -3.336771, -4.727393], [-4.045680, -2.305778, -1.484806], [-6.250186, -1.210065, -1.795210], [-6.423138, 0.831236, -3.170958], [-4.427789, 1.776838, -4.271645], [-2.233569, 0.649033, -4.033840], [-0.263498, 3.454808, -1.108394], [-1.598447, 2.909631, -0.766098], [-1.928608, 1.649091, -0.436556], [-3.307987, 1.624195, -0.213807], [-3.794511, 2.864262, -0.407445], [-2.708593, 3.647753, -0.750884], [0.425071, 2.655429, -1.359167], [0.146047, 3.998711, -0.254779], [-0.349732, 4.141981, -1.949822], [-3.818998, 0.709315, 0.034201], [-4.790647, 3.263618, -0.344969], [-2.737350, 4.631501, -0.971104], [0.848889, 0.690933, 0.262019], [2.447300, 0.199963, 1.360048], [4.010490, -0.367140, 0.383189], [3.938033, -1.367422, -0.585568], [5.079734, -1.802177, -1.236434], [6.311365, -1.240989, -0.923026], [6.397088, -0.246889, 0.038784], [5.250345, 0.190340, 0.687424], [2.803866, 1.637431, 2.602826], [2.620334, 1.519576, 3.978660], [2.846203, 2.600216, 4.820449], [3.254446, 3.816108, 4.292974], [3.444815, 3.946530, 2.923871], [3.222884, 2.863821, 2.087710], [1.516618, -1.390590, 2.072937], [1.709121, -1.953804, 3.333937], [1.049045, -3.116259, 3.709260], [0.190780, -3.769716, 2.832041], [-0.004184, -3.247570, 1.565559], [0.639666, -2.061978, 1.210673], [2.986653, -1.827135, -0.835263], [5.015757, -2.582747, -1.982838], [7.205085, -1.583491, -1.427149], [7.356462, 0.186242, 0.287484], [5.332723, 0.965208, 1.441019], [2.288990, 0.585170, 4.414136], [2.710568, 2.490884, 5.888411], [3.435736, 4.658206, 4.947242], [3.778575, 4.889815, 2.511995], [3.386980, 2.985877, 1.021243], [2.398744, -1.508066, 4.038847], [1.221407, -3.530629, 4.694362], [-0.301961, -4.685107, 3.129528], [-0.649088, -3.748955, 0.855265], [0.611137, -1.794090, 0.138703]], "forces_ev_per_a": [[-0.57, 0.12, -0.65], [0.02, 0.02, -0.02], [-0.12, -0.15, 0.41], [0.04, 0.05, -0.23], [-0.05, -0.12, -0.11], [0.05, 0.31, 0.04], [0.00, -0.22, 0.18], [0.10, 0.02, -0.22], [-0.08, 0.07, 0.09], [0.05, -0.06, 0.06], [0.04, -0.12, -0.05], [0.00, 0.01, 0.00], [0.00, -0.01, 0.02], [-0.01, -0.01, 0.01], [-0.14, -0.02, 0.25], [0.15, 0.05, 0.13], [-0.09, -0.09, -0.01], [0.05, 0.04, -0.01], [0.01, 0.00, 0.00], [-0.01, -0.02, -0.01], [0.00, 0.00, 0.03], [0.03, 0.01, -0.08], [0.00, 0.04, -0.02], [-0.03, 0.06, 0.00], [0.04, -0.04, 0.02], [-0.02, 0.02, -0.01], [0.02, -0.01, -0.01], [-0.05, 0.00, 0.02], [-0.01, 0.00, 0.01], [0.00, 0.01, 0.01], [0.01, 0.00, 0.00], [-0.01, -0.01, 0.00], [-0.01, 0.00, 0.02], [0.00, -0.03, -0.01], [-0.01, 0.00, 0.00], [0.00, 0.01, 0.00], [0.01, 0.00, -0.01], [0.03, -0.01, -0.02], [-0.01, 0.01, 0.01], [0.01, 0.11, -0.03], [0.07, 0.21, 0.03], [-0.11, -0.04, -0.10], [-0.04, -0.04, 0.06], [0.11, -0.14, -0.06], [-0.01, -0.01, -0.01], [0.01, -0.01, -0.01], [0.01, 0.02, 0.01], [-0.01, 0.02, 0.02], [-0.01, -0.03, 0.02], [-0.01, 0.02, -0.01], [0.68, -0.01, 0.47], [-0.21, -0.09, -0.14], [0.05, 0.14, -0.08], [-0.12, -0.05, -0.02], [0.06, 0.00, -0.02], [0.01, -0.01, -0.01], [0.01, -0.01, -0.02], [0.02, 0.05, 0.05], [-0.04, -0.02, 0.08], [-0.06, -0.06, 0.02], [0.00, 0.03, -0.01], [0.00, 0.00, 0.02], [0.01, 0.04, 0.03], [0.03, 0.02, -0.12], [0.05, -0.09, 0.09], [0.04, 0.10, 0.01], [-0.05, -0.07, 0.02], [0.00, 0.04, -0.04], [-0.02, 0.06, 0.07], [-0.01, -0.08, -0.28], [-0.01, 0.01, 0.02], [-0.01, -0.01, 0.00], [0.00, -0.01, 0.00], [0.00, 0.01, 0.00], [-0.01, -0.01, 0.00], [0.00, -0.01, -0.01], [0.00, 0.00, 0.01], [0.00, 0.00, 0.01], [0.00, 0.00, -0.01], [0.00, -0.03, 0.00], [0.02, 0.02, -0.03], [0.01, 0.00, 0.01], [-0.01, -0.01, -0.01], [0.00, -0.02, 0.00], [0.11, -0.06, 0.13]]}